No. 1
Below is a molecular structure, C5H9NOS in a non-equilibrium geometry, with properties calculated with ωB97M-V/def2-TZVPD.

Element x y z (Å)
H (-2.62503, 1.25421, 0.20137)
C (-1.98327, 0.33010, -0.15300)
H (2.23958, 1.67893, -0.27563)
S (3.37591, -0.15551, 0.55846)
O (4.67056, -0.64792, -0.05371)
H (0.27024, -1.05677, -1.08426)
C (-0.85474, -0.02889, 0.65194)
C (2.12950, -0.89318, -0.49589)
C (-1.95346, -1.00748, 0.63673)
H (-1.84156, 0.26865, -1.16963)
H (-2.60024, -1.17268, 1.45577)
H (3.68742, 2.11914, 0.50063)
C (0.77892, -0.65969, -0.33050)
N (3.20700, 1.44128, -0.09954)
H (2.35654, -1.50386, -1.41587)
H (-1.72765, -1.94490, 0.06800)
H (-0.49028, 0.39302, 1.51278)

Its energy relative to the best compared isomer or geometry (same formula, charge and spin) is 611.7 kJ/mol.



No. 2
Below is a molecular structure, C13H18B4Ca2F16O12 in a non-equilibrium geometry, with properties calculated with ωB97M-V/def2-TZVPD.

Element x y z (Å)
F (12.11564, -15.41051, 6.99939)
B (13.45720, -21.85126, 9.22602)
O (23.67707, -16.37965, 3.03930)
H (12.19933, -17.53971, -6.15246)
F (13.28966, -21.44958, 10.49417)
F (14.62842, -21.32784, 8.79442)
O (19.37756, -14.65455, -5.51513)
B (23.74985, -19.54386, 10.85694)
F (18.10906, -18.41035, 5.15488)
F (16.32542, -19.06857, 4.03017)
O (23.69698, -14.60098, 1.67808)
C (18.35519, -14.13106, -3.51078)
F (23.03136, -20.72424, 11.02867)
O (18.04801, -13.23550, -6.79547)
C (18.41971, -13.70533, -5.70003)
O (10.17299, -17.51547, -3.63788)
B (11.05003, -14.99855, 7.73873)
C (22.95422, -14.10207, 2.83560)
C (11.26706, -18.04761, -3.10942)
H (12.04901, -16.13058, -5.16568)
H (20.51328, -14.41858, -3.76511)
O (24.22171, -16.66617, 0.82339)
B (17.66867, -18.97661, 3.99418)
Ca (19.56302, -21.10338, 8.38186)
C (23.38622, -15.16268, 3.88236)
H (17.69079, -25.55736, -2.09544)
H (8.49187, -16.16636, -5.15513)
F (11.29920, -15.49664, 8.98949)
C (17.73212, -23.30777, -2.60328)
C (9.53952, -15.91791, -5.32485)
F (13.42263, -23.18949, 9.05790)
H (18.68929, -13.50160, -2.68601)
H (23.34502, -13.12227, 3.11009)
H (16.50232, -24.62115, -1.37122)
O (15.32424, -23.72841, -4.95111)
F (23.19815, -18.85726, 9.80077)
O (17.81377, -13.37974, -4.58939)
H (9.93385, -18.12992, -5.48333)
C (19.54043, -14.75354, -4.12495)
O (11.31490, -18.53921, -1.94135)
H (17.63237, -14.81158, -3.06076)
O (12.29975, -17.85892, -3.95940)
C (11.85922, -17.20391, -5.17283)
C (17.10242, -24.65864, -2.28039)
H (9.79225, -15.60118, -6.33674)
C (10.33812, -17.23241, -5.01519)
H (9.66639, -15.18394, -4.52905)
H (17.47497, -22.73819, -1.71022)
F (18.06733, -18.18981, 2.96912)
H (18.81280, -23.32971, -2.74383)
H (24.24518, -14.76755, 4.42472)
C (23.86354, -15.93520, 1.78144)
F (10.87007, -13.61295, 7.82264)
H (21.87432, -14.07671, 2.68970)
O (16.99288, -22.92657, -3.73277)
O (16.19740, -24.95330, -3.33208)
Ca (11.11761, -18.86914, 4.32247)
F (25.00987, -19.92315, 10.47313)
F (23.64015, -18.85576, 12.03614)
H (22.53739, -15.30335, 4.55154)
F (12.50302, -21.27382, 8.48103)
F (18.24217, -20.23303, 3.99151)
C (16.12901, -23.85900, -4.08484)
H (19.48700, -15.80282, -3.83467)
F (9.96028, -15.68726, 7.28280)

Its energy relative to the best compared isomer or geometry (same formula, charge and spin) is 292.9 kJ/mol.



No. 3
Below is C2H3F3O2 in the gas phase in a non-equilibrium geometry, with properties calculated with ωB97M-V/def2-TZVPD.

Element x y z (Å)
F (-2.32383, 0.66818, 0.14958)
C (-0.12093, -0.27798, 0.04974)
O (1.17720, 0.11795, 0.07625)
H (-0.66378, 1.38678, 1.00734)
F (-0.38288, -1.03377, 1.07693)
F (-0.35026, -1.11946, -1.04092)
H (-0.68742, 1.46211, -0.82487)
O (2.09115, -0.97532, 0.18800)
H (2.24008, -1.24787, -0.74592)
C (-0.97933, 1.01939, 0.06388)

The structure (SMILES) is OOC(F)(F)CF. Its energy relative to the best compared isomer or geometry (same formula, charge and spin) is 283.7 kJ/mol.



No. 4
Below is C5H6O in the gas phase, with properties calculated with ωB97M-V/def2-TZVPD.

Element x y z (Å)
H (1.77164, 0.63021, 0.13543)
O (-0.66460, -2.35545, 0.60295)
H (-0.27404, 0.05825, 2.05785)
H (-1.15481, 1.48601, -0.58215)
C (-0.46391, -1.23225, 0.21153)
C (-0.33349, 0.03202, 0.97624)
C (-0.39823, 1.31154, 0.17952)
H (-0.35229, -0.38978, -1.86187)
C (0.73665, 0.41328, -0.09904)
C (0.27582, -0.71988, -1.02838)
H (-0.17883, 2.18234, 0.79219)
H (1.03608, -1.41629, -1.38428)

The structure (SMILES) is O=C1C[C@H]2C[C@@H]12. Its energy relative to the best compared isomer or geometry (same formula, charge and spin) is 134.4 kJ/mol.



No. 5
Below is a molecular structure, C25H33BrMnN7O2S2, with properties calculated with ωB97M-V/def2-TZVPD.

Element x y z (Å)
H (-0.10068, 0.70418, 5.35244)
C (0.27331, 0.61674, 4.33414)
H (4.87863, 0.99393, 5.80274)
H (-6.10104, 0.31848, -4.37256)
H (-5.62661, -2.28048, -2.71767)
H (5.51627, 0.66342, 4.18624)
S (-0.33382, 1.60636, 1.41212)
S (0.36450, -2.90069, 2.31661)
C (-2.41277, -1.00812, -0.68713)
H (-0.01798, -2.02955, -4.88896)
H (4.50394, 4.25907, 1.35072)
C (3.90657, 3.56394, 1.93926)
N (-0.87070, -1.34592, 4.21219)
C (3.48779, 2.34900, 1.25709)
H (2.70746, -0.90142, -2.78558)
H (1.68655, 0.51169, -4.36866)
H (-1.56022, -4.32016, 3.56904)
C (-0.68432, -2.50512, 3.65026)
H (1.57014, 4.08127, 2.38635)
C (-5.24905, -2.20539, -3.73925)
N (-0.05860, -0.37760, 3.62329)
H (3.30246, -1.05662, 4.36690)
H (-3.31229, -1.78531, -5.63365)
C (2.37777, 1.57583, 1.47951)
C (-1.88980, -0.94283, -3.34020)
C (0.70942, 0.44402, -3.88145)
H (-3.33111, -0.01667, -5.59576)
H (0.61189, 1.28740, -3.19470)
C (-4.38985, -0.94864, -3.93029)
C (-3.46399, -0.99837, -1.57538)
C (1.63881, 2.94898, 4.15208)
H (1.18457, 3.39553, 5.03670)
H (1.83279, -0.13915, -1.44614)
H (4.17066, 1.95900, 0.50779)
H (5.56698, 2.30509, 4.82195)
H (-4.66432, -3.10503, -3.94410)
H (-6.10777, -2.18831, -4.41731)
H (4.11734, 4.85540, 3.59810)
H (-0.06060, 0.54075, -4.65071)
H (0.66013, -3.00553, -3.58127)
C (-1.05714, -0.98964, -1.07914)
Mn (0.36240, -0.59129, 1.56493)
O (2.21836, 0.37634, 1.02438)
N (2.83100, -0.48215, 3.68430)
H (-1.66844, -0.90576, -4.39830)
N (1.06563, 3.35657, 2.88254)
C (0.74132, -2.05006, -4.10451)
N (2.59996, 0.79827, 4.21443)
H (-2.18189, -3.27211, 4.76440)
C (-3.21928, -0.96702, -2.94600)
Br (-2.80976, -1.02963, 1.17162)
C (4.96343, 1.39890, 4.77743)
H (-4.78809, -0.90716, -6.04795)
C (3.64852, 1.73003, 4.19535)
C (-5.25684, 0.29191, -3.67679)
C (-3.91934, -0.91227, -5.38432)
H (1.72253, -2.00705, -4.58608)
C (1.37295, 1.46758, 3.80426)
C (0.59934, -0.88329, -3.11405)
H (1.82897, -1.88480, -1.60420)
C (-0.80109, -0.95100, -2.46520)
C (1.18254, 2.00930, 2.31547)
N (3.12673, 3.04335, 4.20381)
N (-1.39833, -3.54984, 4.19503)
H (3.33475, -0.43360, 2.80239)
H (-5.65653, 0.29936, -2.66102)
H (-4.66993, 1.20346, -3.80838)
O (-0.08091, -1.01813, -0.20793)
C (3.74678, 3.90517, 3.23052)
H (-4.47452, -1.01221, -1.18515)
C (1.80446, -0.95243, -2.16663)

The spin multiplicity is 6. Its energy relative to the best compared isomer or geometry (same formula, charge and spin) is 491.9 kJ/mol. The charge is -1.



No. 6
Below is C6H12O in the gas phase, with properties calculated with ωB97M-V/def2-TZVPD.

Element x y z (Å)
C (1.61775, 0.89213, 0.80688)
H (1.52372, -0.17901, -1.79960)
C (-1.41072, 1.16373, 0.66323)
H (1.33194, 1.01944, 1.85173)
C (-0.73218, -0.11138, 0.21484)
C (0.74189, -0.17829, 0.17400)
H (-2.65399, -0.67446, -0.61089)
H (2.66208, 0.56516, 0.79091)
H (0.81859, -1.74116, -1.34704)
C (-1.60251, -0.97064, -0.69789)
H (-2.42040, 0.96428, 1.03720)
H (1.56369, 1.85906, 0.29858)
H (-1.32229, -0.90758, -1.75436)
O (-0.00201, -0.91055, 1.15174)
H (-1.52001, -2.01199, -0.36807)
C (1.40864, -0.89937, -0.97712)
H (-0.84535, 1.70463, 1.42446)
H (2.40944, -1.25316, -0.70843)
H (-1.50510, 1.81440, -0.21711)

The structure (SMILES) is CC1(C)OC1(C)C. Its energy relative to the best compared isomer or geometry (same formula, charge and spin) is 98.6 kJ/mol.



No. 7
Below is 9 unconnected molecules or ions with the total composition C30H64N3O8 in a non-equilibrium geometry, with properties calculated with ωB97M-V/def2-TZVPD.

Element x y z (Å)
O (-1.93316, -3.32703, -1.33090)
O (-0.01802, 2.23992, 5.60296)
H (-0.34908, 6.03632, -8.23112)
O (-0.81881, 3.55959, -6.46019)
H (-1.69828, -5.33905, 2.91600)
H (5.91745, 5.23563, 2.15978)
H (2.13343, 5.70876, 1.94755)
H (1.41831, 2.79079, -7.28213)
H (2.31270, 7.26653, 1.11953)
C (1.33848, 1.88727, 1.96032)
H (-0.46713, 1.44582, 8.54619)
C (-1.65070, -7.41312, 5.71701)
H (4.72643, -5.67678, 1.75163)
C (-2.11260, -6.79109, 4.42098)
N (-0.16845, -0.10841, 1.72977)
H (-1.59887, -6.65397, 6.49912)
H (1.68639, -1.28789, 2.65410)
C (-5.33713, -0.93922, -7.36268)
H (2.06278, 0.88675, 0.19238)
H (-3.60090, 1.88157, -6.26807)
H (-4.32014, -1.88427, -0.01161)
H (2.65518, 5.76297, 0.24373)
C (0.41205, 2.17835, 6.73533)
H (3.79435, -0.16954, 1.18567)
H (2.10516, 4.39459, -6.95860)
C (-4.10916, -4.24504, -1.57741)
C (1.31001, 3.85583, -7.47649)
C (2.46812, 1.53098, 0.96433)
H (3.32783, 0.48008, 2.72625)
C (-0.36589, 5.78276, -7.17035)
C (-4.00993, 1.24292, -7.04802)
H (4.39806, 4.43491, 2.60291)
H (-5.80094, -1.73698, -6.78720)
H (-3.56578, -5.15338, -1.82625)
C (-3.70786, -1.79560, -0.91041)
H (2.35292, -7.34832, 0.37286)
H (2.87407, 2.41200, 0.49385)
H (0.89967, 3.71191, 8.14847)
H (-0.94354, -0.47617, 2.26032)
H (-4.57740, -1.36908, -8.01721)
C (-4.70556, 0.05752, -6.42214)
H (-4.73657, -4.43459, -0.70537)
H (1.18169, -2.69102, 1.94759)
C (-3.13257, -3.14112, -1.27726)
H (1.39609, 4.02998, -8.54970)
H (-3.19532, 0.90334, -7.68962)
H (0.58807, 3.36553, -2.75818)
H (1.22600, 2.96415, 1.95718)
C (2.60101, -5.87636, 1.90801)
H (1.56364, 1.61539, 2.98653)
H (-0.36877, 0.11179, -4.48538)
C (4.16340, 6.34564, 1.65710)
H (-0.13193, -1.98396, -0.40639)
C (0.18145, 2.71803, -3.53368)
H (-0.64147, 0.36916, 7.14890)
O (-4.75505, -0.08697, -5.22113)
H (2.90590, -5.75999, -0.20886)
C (3.59276, 0.75156, 1.71030)
H (1.53562, 3.97794, 6.51538)
H (-0.33277, 1.69443, 0.62297)
H (4.11711, -5.85710, 3.40774)
H (-2.04371, 1.65895, 2.38755)
H (0.92682, 0.50290, 7.96781)
H (2.29416, 2.76981, 7.56970)
H (-0.74607, 1.55894, 3.57967)
H (-0.53293, 3.28131, -4.13219)
H (-0.89425, 3.01173, 2.66009)
C (2.72047, 6.26289, 1.21221)
H (-1.18566, -4.86062, 4.54717)
C (-0.03685, 4.32340, -6.98314)
H (0.99559, 2.37175, -4.17159)
H (4.17356, -7.26554, 2.33249)
C (0.03398, 1.05036, 7.66196)
O (1.79472, -5.33110, 2.63456)
H (-0.25174, -6.06884, 3.62983)
H (0.11584, -0.38814, -0.66494)
C (-0.50737, 1.54262, -2.90317)
H (-0.66607, -7.86459, 5.58566)
C (3.99678, -6.19027, 2.37940)
C (2.24791, -6.26986, 0.49651)
C (-0.03628, 1.34693, 1.60830)
H (-2.35571, -8.18387, 6.01888)
N (1.51226, -1.73524, 1.75714)
O (-3.12400, -7.15423, 3.86846)
H (-1.59800, -0.25395, -3.25878)
H (-6.10069, -0.44950, -7.96860)
C (-1.02141, 1.94694, 2.60145)
H (-1.35857, 5.98447, -6.77448)
O (-0.56477, 1.40352, -1.69470)
C (-1.25110, -5.69302, 3.84350)
H (-4.73936, -3.96522, -2.42262)
C (4.89733, 5.03667, 1.84029)
C (0.60832, -1.02100, 1.09772)
H (4.48262, 1.35758, 1.77914)
H (0.36017, 6.40086, -6.63992)
H (4.92376, 4.48560, 0.89792)
H (-1.89573, 1.02994, -4.44301)
O (4.70328, 7.40530, 1.85665)
N (0.53740, -1.21871, -0.23232)
H (-4.71944, 1.82138, -7.64124)
H (-4.32092, -1.41576, -1.72862)
H (-2.89951, -1.08960, -0.72143)
C (-1.13185, 0.54293, -3.83556)
H (1.21758, -5.98979, 0.28620)
C (1.34713, 3.22748, 7.27975)

As for the total energy: -1947.4052 Eh. The charge is +1.



No. 8
Below is a molecular structure, C3H9N3 in a non-equilibrium geometry, with properties calculated with ωB97M-V/def2-TZVPD.

Element x y z (Å)
N (-0.35776, 0.28405, -0.89736)
C (1.72890, -0.80282, -0.47956)
C (0.30288, 0.90116, 0.94936)
N (-2.68507, -0.38044, -0.04989)
C (0.33754, -0.38751, 0.12556)
H (-3.03302, -0.75213, -0.89466)
H (-1.97068, -0.97998, 0.31203)
H (1.46000, -1.25234, -1.45387)
H (2.27340, 0.18315, -0.59161)
H (-0.95312, 2.26611, -0.45811)
N (-0.50612, 1.36471, -0.12516)
H (0.02588, -1.36922, 0.58635)
H (-0.19196, 1.02601, 1.96042)
H (2.27613, -1.57738, 0.09505)
H (1.29298, 1.47662, 0.92144)

Its energy relative to the best compared isomer or geometry (same formula, charge and spin) is 740.7 kJ/mol.